The following is a DFT calculation (ωB97M-V/def2-TZVPD) of a 2-piece molecular cluster, C4H4O overall.

**Relative energy (zero: lowest compared OMol25 entry of this formula, charge and spin)**: 8.254 eV
**E_LUMO (spin up / spin down)**: 0.20 / 0.16 eV
**Largest force on an atom**: 3.61 eV/A
**HOMO level (spin up / spin down)**: -0.334 / -0.334 Ha

Each line ends with the Löwdin charge.
CARTESIAN COORDINATES (ANGSTROEM)
C 1.11 -0.07 -0.02  0.0262
C -1.03 0.02 0.49  -0.0890
C -0.04 -0.84 -0.23  -0.0495
C 0.04 0.81 -0.19  -0.0526
O 3.24 0.01 0.09  -0.3194
H -2.05 0.08 0.11  0.1087
H -0.98 -0.01 1.57  0.1120
H -0.23 -1.61 -0.95  0.1309
H -0.06 1.62 -0.88  0.1328